Record 1
ORCA calculation (ωB97M-V/def2-TZVPD) on a structure of composition C33H52N13O3P2Sc.

Results
* E: -3669.5662 Ha
* charge: +2

CARTESIAN COORDINATES (ANGSTROEM)
C -4.26751 2.19812 0.32172
C 5.91528 1.43384 -0.46634
N -0.90598 2.86478 1.78350
H -2.41624 -1.54775 4.41955
C -0.32934 3.19864 2.94919
C 6.14853 -1.07753 -0.47168
Sc -0.03035 1.11597 -0.45575
H 6.09557 2.36198 0.07529
N -0.91158 -3.17445 -1.32029
C -0.31004 3.52748 -4.14084
O 0.16738 -2.32786 0.77867
C -4.45858 -1.53432 -4.79898
C -2.87850 2.07453 0.47969
H -0.88463 3.15743 3.86937
H -2.27955 -2.02402 0.79008
H -2.37823 -3.31854 -2.79965
C 2.36569 -3.81313 -0.57338
H 2.39395 0.08937 2.75637
O 0.38141 0.12144 1.39474
C 2.48990 -0.90710 3.17891
H 1.96018 3.66906 0.70354
H -5.56506 5.42018 2.74728
H 2.31891 -4.64250 -1.28348
H 1.82837 -4.10144 0.32812
H -2.34037 2.81446 -4.75527
H 6.61467 -0.59848 2.26064
N -0.21208 2.04843 -2.45326
C 2.33936 -2.27863 -2.48925
N 1.22039 -1.61824 3.08152
H -2.04805 0.07941 3.81645
C 0.43717 3.03011 -3.07505
H 5.06678 -1.24831 -0.49540
H 0.22884 -3.38553 3.66565
H -4.85525 4.61734 4.14489
H 6.50941 -1.06801 -1.50038
H 1.87932 -1.37591 -2.87921
N 2.74358 1.01936 -1.88583
H 6.33727 1.52942 -1.46515
H -2.65728 4.14955 3.17756
C 6.47800 0.21759 0.26147
H 6.60052 -1.92948 0.03476
H -4.89865 -0.85344 -5.52790
H 1.46897 -2.81171 4.78535
H 2.17395 -3.10962 -3.17938
H -1.19009 -2.05654 -3.08987
C -2.33085 2.79282 1.55167
C -4.25400 -1.02507 -2.32993
H -0.05067 4.31977 -4.81857
N 2.32058 1.22466 -0.61424
C -5.34830 4.44622 3.18893
C -3.12577 3.55124 2.40777
H 4.99288 -0.11150 1.81124
N -0.01802 3.01395 0.75733
C -2.52757 -1.63204 1.77541
C -5.05260 2.92436 1.19348
H -3.24157 -2.30938 2.24405
H -5.24075 -2.21243 -4.46267
C 1.21473 -2.93143 3.73240
C -1.65637 -0.93427 3.93706
H -0.88945 -4.49628 0.32632
H 3.46016 1.60748 1.15779
H -2.98765 -0.64758 1.65735
C -2.87915 0.17700 -3.84757
C -1.31835 -3.07449 -2.72807
H 3.28166 -1.45425 2.65968
C -4.50101 3.61260 2.27059
H -2.21116 -4.72588 -0.81905
N -1.34103 -1.52846 2.63015
H 3.41176 -2.10063 -2.40561
N 1.80188 -2.59238 -1.15850
C -3.68420 -0.34204 -1.26993
H 3.40891 -3.63958 -0.30640
H -4.02645 -0.54684 -0.26538
H -6.11971 2.97668 1.01621
H -5.02072 -1.76393 -2.13135
N -1.38427 1.90299 -3.11341
H -0.77493 -0.91293 4.57276
H -0.75090 -3.76831 -3.35391
N 4.46189 1.33570 -0.70767
C -2.33255 0.88444 -2.78299
P 0.11036 -1.24086 1.97558
H 7.56141 0.36650 0.23055
C 1.10174 3.46891 1.32368
C 3.41145 1.41276 0.10077
P 0.26511 -2.17866 -0.80809
N 4.01284 1.08181 -1.94680
H 1.41111 3.33314 -2.72873
H -0.58074 -5.27080 -1.24498
H 6.20447 1.11182 2.23466
H -3.70338 -2.12311 -5.32288
C 0.96554 3.60172 2.70093
O -0.00240 -0.77653 -1.29063
C -3.86075 -0.78142 -3.64371
H -2.52321 0.38436 -4.84965
H 1.94925 -3.59131 3.26511
H 2.76509 -0.81112 4.22963
H -4.74621 1.71673 -0.51759
N -2.07859 1.32735 -0.39010
C 6.04835 0.16077 1.72271
H -6.30273 3.96026 3.38855
C -2.71155 0.64267 -1.45692
H 1.68610 3.96101 3.41336
C -1.15011 -4.49311 -0.72958
C -1.46565 2.78095 -4.12876

=====

Record 2
ORCA calculation (ωB97M-V/def2-TZVPD) on a structure of composition C33H53AsMoN2O4S6SeSi.

Results
* E: -9084.1183 Ha
* energy above the lowest of the compared OMol25 structures with the same formula, charge and spin: 0.564 eV

CARTESIAN COORDINATES (ANGSTROEM)
H -1.29957 -5.51996 1.05760
C 2.74423 -4.36338 2.89206
C -2.15369 -3.70969 1.84087
C -0.96905 -4.64344 1.62052
N 3.00932 -2.42654 1.83076
H 6.30868 -0.91076 -0.10179
O -1.04566 1.42851 -0.26323
C 0.02311 4.25117 -3.54474
C 0.71722 -1.41413 -1.91609
C -1.75250 5.51702 -2.29761
C 0.13499 4.43481 -1.04673
H 0.66621 3.37044 -3.51433
H -2.99666 2.25772 -4.03908
Si -2.26714 2.34533 -0.99086
H -4.70594 1.40693 0.62917
N 1.60431 -3.58086 3.02817
S 1.83558 2.18288 1.40108
C 4.53577 -0.51703 2.11353
H -1.34295 0.54240 -3.15567
C 3.06936 -5.62172 3.38562
H 0.34283 -5.95409 2.72312
C 6.62998 -0.22931 0.68897
H 4.86579 1.01281 0.64012
C 2.00467 -0.25985 -3.59071
H 2.92366 -0.71699 0.67530
H 0.73715 -4.46607 4.66703
H 0.64851 5.13485 -3.66808
H -3.93038 1.87906 2.15354
H 0.83364 3.59569 -1.03908
S -1.00615 1.35102 2.65732
C 1.49869 -0.33186 -2.28911
H -4.76671 -1.02212 -3.44040
H -5.54257 0.12906 -2.34109
H -3.21614 4.25479 2.52748
H -3.60040 5.49266 1.33543
C 5.45217 0.45491 1.37501
H -2.89344 -4.17295 2.49720
H -4.90072 4.77701 2.30589
H -3.90420 0.96507 -4.84539
C 0.45591 -2.44417 -2.82234
C 1.77875 -2.41690 2.36613
H -1.84982 -2.76141 2.29111
C 3.63460 -3.62794 2.12967
S 1.67968 2.02519 4.82453
H -5.19409 3.20979 -1.13458
H 7.21703 -0.80446 1.40867
H 4.62505 -7.07399 3.43962
O -3.38425 1.32819 -1.55640
H -0.21423 -4.15132 1.00231
H 5.13373 -1.19756 2.72990
Se 0.57140 -0.90548 2.67760
C -3.47814 0.57406 -2.77296
C 5.23093 -5.35228 2.30610
C -2.16599 -0.15985 -3.00412
H 7.29563 0.49948 0.22809
C -5.11580 3.95810 -0.34386
C -3.79457 1.52505 -3.91656
S 1.87118 0.90531 -1.11055
C -0.34336 -5.12722 2.92183
As 0.59898 2.81619 3.23922
C 0.94733 -2.36076 -4.10952
C 4.32724 -6.10119 3.07628
H 6.20848 -5.76118 2.09575
H 2.60866 0.58966 -3.88015
C -4.62825 2.19590 1.37705
H 2.37860 -6.19687 3.98428
C -4.61805 -0.40735 -2.55305
O -2.85887 3.29520 0.14995
H -2.42792 5.42211 -3.14829
C -3.95789 4.57192 1.79661
S -0.00041 4.77909 3.11683
H -4.77066 4.89551 -0.78019
H 5.60434 -3.51559 1.24366
H -1.12874 -5.51998 3.57353
C 0.39995 -4.05804 3.71322
C 3.68498 -1.32960 1.14559
H -4.72626 2.05607 -3.71947
H 5.82406 1.18968 2.09089
S 0.11376 -1.50652 -0.27775
H -2.34185 5.54273 -1.38137
H 0.71194 5.35993 -1.07847
H -2.64512 -3.47123 0.89841
H -0.43076 4.43252 -0.11167
H -6.10774 4.11883 0.07939
H 2.10241 -1.20002 -5.50408
O -1.55868 3.13636 -2.19582
H -0.22675 -3.19284 3.92822
C 1.72040 -1.26385 -4.49438
H -2.23446 -0.79802 -3.88562
H -1.21062 6.45868 -2.38497
Mo 0.27127 0.66668 0.68570
H 4.28349 -1.77153 0.34705
H -1.93366 -0.78483 -2.13881
C 4.90435 -4.10124 1.82153
H -0.14248 -3.29194 -2.51365
H 0.72609 -3.14490 -4.82079
C -0.77998 4.34719 -2.25945
H -4.39560 -1.05920 -1.70833
C -4.15539 3.49577 0.74370
H -0.64090 4.17023 -4.40559
H -5.60984 2.34405 1.82796
H 3.86895 0.02646 2.79059

=====

E_LUMO
In order: -4.0 -2.3
Unit: eV
HOMO
In order: -11.9 -7.5
Unit: eV